--- A ---
103
Properties=species:S:1:pos:R:3:mulliken_charge:R:1 method="wB97M-V/def2-TZVPD" gap_ev=8.7 homo_energy_ev=-11.21 charge=+1
C -1.21900 5.23858 4.11680 -1.2104
C -1.85610 4.55545 2.89821 -0.1656
N -0.85697 3.85296 2.08389 0.4702
C -1.14232 2.44961 1.79386 -1.3221
C 0.06525 1.59624 2.22525 -0.9680
C 0.17240 0.14124 1.72139 -0.0423
N 1.34606 0.03315 0.86763 -0.3396
C 1.57303 -1.30062 0.30194 -0.5051
C 0.52630 -2.31808 0.68603 -1.3441
N -0.85117 -1.80551 0.47977 0.4397
C -1.09614 -0.41386 1.08093 0.5864
C -2.29231 -0.47872 2.02178 -1.5164
C -0.35368 4.63462 1.04042 0.6142
C -0.10580 4.09267 -0.34192 -0.9157
O -0.07712 5.84853 1.25746 -0.6932
H -0.16438 5.02217 4.17180 0.4140
H -1.36689 6.30884 4.10098 0.2569
H -1.64202 4.87195 5.04478 0.4315
H -2.63779 3.91255 3.27281 0.4869
H -2.31464 5.33664 2.31001 -0.0331
H -1.46629 2.25877 0.77854 0.6372
H -1.97180 2.14325 2.40914 0.2897
H 0.04818 1.59014 3.30360 0.2738
H 0.95966 2.13080 1.93918 0.3740
H 0.38106 -0.46583 2.59691 0.3491
H 1.30245 0.73972 0.14720 0.3036
H 1.69936 -1.24749 -0.77261 0.4439
H 2.51285 -1.67966 0.68605 -0.0635
H 0.64029 -2.59281 1.72274 0.2529
H 0.70445 -3.21912 0.11851 0.9410
H -0.99764 -1.77427 -0.52652 0.5332
H -1.50863 -2.49651 0.85611 -0.1615
H -1.37284 0.19598 0.23461 0.1519
H -2.93231 -1.32724 1.84724 0.3472
H -2.00369 -0.41352 3.05984 0.3489
H -2.89874 0.39255 1.82976 0.3795
H 0.74182 4.56245 -0.80728 0.3898
H -0.00550 3.01535 -0.37768 0.0248
H -0.97362 4.33159 -0.94757 0.2152
Br 3.11870 -4.07840 -2.92937 -0.0142
C 3.80077 -5.34442 -1.62253 -0.5146
C 3.42420 -4.95264 -0.22058 -0.0753
Br 4.50243 -3.46921 0.43364 -0.1345
H 4.87302 -5.40223 -1.77236 0.4553
H 3.34626 -6.29913 -1.88071 0.1637
H 3.61136 -5.77191 0.46947 0.4516
H 2.38747 -4.64435 -0.14166 -0.1803
Br 0.03963 -7.02449 -1.76642 -0.1289
C -0.23196 -8.00513 -3.43190 -0.4342
C 1.04266 -8.12815 -4.21214 -0.6856
Br 1.52335 -6.48903 -5.13345 -0.1241
H -1.02162 -7.49963 -3.97507 0.2495
H -0.57524 -8.99008 -3.12475 0.3631
H 0.93489 -8.87178 -4.99776 0.3850
H 1.88529 -8.38975 -3.58188 0.3768
Br -4.58898 -4.33218 -4.60212 -0.1046
C -3.72814 -5.71613 -3.54630 -0.6131
C -3.95313 -5.50872 -2.07491 -0.6641
Br -2.83039 -4.07134 -1.38731 -0.0555
H -2.67673 -5.70831 -3.81316 0.2212
H -4.17978 -6.65182 -3.86792 0.4243
H -3.66216 -6.39256 -1.51089 0.3903
H -4.97807 -5.24737 -1.83668 0.4394
Br 2.48305 2.37947 -6.07523 -0.1416
C 2.67275 1.42029 -4.39432 -0.6045
C 3.18544 0.02763 -4.62136 -0.4271
Br 1.79495 -1.14432 -5.31380 -0.1513
H 1.70290 1.43945 -3.90788 0.3716
H 3.38580 1.99711 -3.80840 0.3635
H 3.50612 -0.42804 -3.68775 0.1977
H 4.00163 -0.00550 -5.33059 0.3646
Br -2.93419 -4.04935 2.47474 -0.0572
C -4.71844 -4.82190 2.33447 -0.4011
C -5.78710 -3.76875 2.44445 -0.6575
Br -6.01961 -3.17428 4.27919 -0.1096
H -4.78459 -5.57944 3.10689 0.3905
H -4.74903 -5.29801 1.35656 0.1793
H -6.74945 -4.17635 2.14516 0.4180
H -5.56977 -2.88632 1.85278 0.3256
Br 1.50773 8.68477 7.37021 -0.1203
C -0.20951 8.03833 6.72547 -0.3499
C -1.04567 7.47308 7.84152 -0.6201
Br -0.42323 5.70979 8.38255 -0.1448
H 0.00006 7.31096 5.94925 0.0987
H -0.69786 8.90549 6.28717 0.3658
H -2.07147 7.32706 7.51149 0.3368
H -1.03760 8.09417 8.72988 0.4299
Br 6.50413 -0.12528 -2.96362 -0.1453
C 7.57326 -1.45414 -3.90549 -0.5194
C 7.33104 -1.42231 -5.39069 -0.6255
Br 5.63832 -2.26057 -5.86584 -0.1210
H 7.33778 -2.41525 -3.46246 0.3391
H 8.60560 -1.19572 -3.68350 0.3475
H 8.09131 -2.00085 -5.90933 0.3666
H 7.30789 -0.41570 -5.79287 0.3745
Br -3.01826 7.89684 1.55248 -0.1318
C -1.64685 8.30688 0.23377 -0.4416
C -2.24598 8.61977 -1.10855 -0.5435
Br -2.84029 6.99972 -2.01450 -0.1663
H -0.97447 7.45662 0.21063 0.2219
H -1.11863 9.17062 0.62988 0.3698
H -1.49890 9.05876 -1.76491 0.3666
H -3.10493 9.27843 -1.04747 0.3858


--- B ---
103
Properties=species:S:1:pos:R:3:mulliken_charge:R:1 method="wB97M-V/def2-TZVPD" gap_ev=8.6 homo_energy_ev=-11.21 charge=+1
C -4.92584 3.08433 3.74331 -1.1615
C -4.66756 1.73107 2.99977 -0.0864
N -3.68002 1.91772 1.93663 0.4301
C -2.55305 0.99139 1.95125 -1.2458
C -1.24074 1.83416 1.96051 -0.9228
C 0.09442 1.10158 1.62715 0.0408
N 0.62291 1.67632 0.38942 -0.3671
C 1.88377 1.05007 -0.05351 -0.6878
C 2.38924 -0.09437 0.83915 -1.1494
N 1.33046 -1.07816 1.14356 0.4454
C 0.02852 -0.44180 1.61865 0.5068
C -0.34254 -1.08093 2.97846 -1.3765
C -4.23434 2.16624 0.71197 0.5493
C -3.81416 1.56831 -0.60664 -0.9576
O -5.08884 2.93328 0.67706 -0.5447
H -4.26778 3.87245 3.37035 0.3925
H -5.96506 3.40540 3.66508 0.2396
H -4.69861 3.00529 4.81522 0.4076
H -4.40160 1.01368 3.77209 0.4685
H -5.62300 1.42494 2.56986 -0.0615
H -2.58072 0.20877 1.18299 0.5855
H -2.55762 0.44286 2.89791 0.2213
H -1.17092 2.26627 2.96260 0.2601
H -1.38649 2.67168 1.27524 0.3418
H 0.80403 1.38912 2.41689 0.3181
H -0.08114 1.64574 -0.32746 0.3131
H 1.81205 0.74391 -1.10640 0.4281
H 2.65921 1.82476 -0.02813 0.1955
H 2.77156 0.31811 1.77676 0.3149
H 3.25487 -0.54198 0.34510 0.7646
H 1.16733 -1.59180 0.28397 0.5180
H 1.69477 -1.74454 1.82728 -0.1782
H -0.71330 -0.76902 0.88290 0.1313
H 0.14043 -2.03585 3.16983 0.3038
H -0.22241 -0.39157 3.81862 0.3249
H -1.41503 -1.29624 2.93102 0.3441
H -3.92091 2.24224 -1.44617 0.3816
H -2.80194 1.15688 -0.57488 0.0914
H -4.47383 0.71318 -0.81247 0.2094
Br 4.89977 -0.63482 -3.84464 -0.0174
C 6.51379 -0.03460 -2.93894 -0.5094
C 6.19648 0.63241 -1.62909 -0.1559
Br 5.51480 2.43752 -1.89570 -0.1544
H 7.04088 0.61294 -3.63083 0.4512
H 7.09890 -0.93751 -2.77440 0.1567
H 7.09800 0.75464 -1.03340 0.4191
H 5.45345 0.09616 -1.04878 -0.1111
Br 6.16377 -3.73381 -0.74244 -0.1238
C 6.68802 -5.16895 -1.95997 -0.4023
C 7.26673 -4.65903 -3.25302 -0.6723
Br 5.93761 -4.01316 -4.51509 -0.1260
H 5.81526 -5.79667 -2.09394 0.2121
H 7.44963 -5.72149 -1.41451 0.3589
H 7.76252 -5.47001 -3.78086 0.3761
H 7.96646 -3.84398 -3.10536 0.3775
Br 1.48789 -7.50115 -1.41351 -0.1039
C 3.20076 -6.92111 -0.70054 -0.6170
C 3.04975 -6.32631 0.67167 -0.6569
Br 2.31919 -4.52151 0.58112 -0.0679
H 3.62507 -6.22878 -1.41974 0.2113
H 3.81246 -7.81966 -0.66018 0.4280
H 4.01998 -6.21545 1.15188 0.3883
H 2.39434 -6.90066 1.31696 0.4430
Br -1.63097 0.29040 -6.81622 -0.1408
C -0.40546 0.83997 -5.40877 -0.5685
C 1.00089 0.45408 -5.74881 -0.4518
Br 1.29773 -1.44870 -5.46993 -0.1579
H -0.75954 0.39501 -4.48387 0.3677
H -0.50213 1.92324 -5.34859 0.3494
H 1.71061 0.95166 -5.09160 0.2340
H 1.26062 0.66642 -6.77750 0.3368
Br 2.59043 -2.84880 4.05838 -0.0580
C 2.50290 -4.64546 4.80974 -0.3821
C 1.10399 -4.99196 5.24276 -0.6608
Br 0.64434 -4.11968 6.91868 -0.1094
H 3.22396 -4.68171 5.61847 0.3919
H 2.82958 -5.30468 4.00790 0.1638
H 1.02084 -6.05734 5.44311 0.4156
H 0.34969 -4.70324 4.51878 0.3286
Br -6.63772 8.12524 5.08711 -0.1217
C -6.82400 6.20144 5.31482 -0.3545
C -6.58237 5.79085 6.74244 -0.6169
Br -4.68266 5.79344 7.17090 -0.1441
H -6.14049 5.73271 4.61548 0.1053
H -7.84735 5.97838 5.02172 0.3657
H -6.90870 4.76627 6.90560 0.3337
H -7.06873 6.44032 7.46149 0.4296
Br 2.80556 3.60433 -6.11272 -0.1452
C 4.28525 3.30446 -7.34532 -0.5201
C 3.89061 2.38610 -8.47132 -0.6287
Br 3.82998 0.52808 -7.88787 -0.1202
H 5.11336 2.92522 -6.75686 0.3476
H 4.53781 4.29041 -7.72777 0.3457
H 4.63652 2.41029 -9.26192 0.3647
H 2.91749 2.61760 -8.89006 0.3741
Br -8.27808 1.60147 1.88191 -0.1228
C -8.19181 2.20716 0.03347 -0.4593
C -8.88512 1.24597 -0.89172 -0.5444
Br -7.79304 -0.33579 -1.21589 -0.1634
H -7.14245 2.34808 -0.20273 0.2110
H -8.69207 3.17252 0.02834 0.3611
H -9.03073 1.69636 -1.87047 0.3653
H -9.83944 0.89857 -0.51157 0.3864


It is A that is the most stable of them.


--- A ---
20
Properties=species:S:1:pos:R:3:mulliken_charge:R:1 method="wB97M-V/def2-TZVPD" gap_ev="4.1 / 9.4" spin_multiplicity=2 homo_energy_ev="-3.24 / -8.75"
C -0.82377 0.15397 2.75093 -1.0385
C -0.43009 1.17217 1.69055 -0.7163
C -0.13241 0.52132 0.37486 0.3589
C 1.12354 0.53109 -0.06366 -1.1546
N 1.59230 -0.14510 -1.28868 -0.6151
N -1.17723 -0.02807 -0.30274 -0.6242
H -0.99499 0.61317 3.72600 0.3369
H -0.05985 -0.61619 2.86594 0.3203
H -1.75157 -0.36947 2.50920 0.3077
H 0.43084 1.76099 1.98274 0.2924
H -1.24902 1.86558 1.51036 0.3630
H 1.94558 0.93914 0.50846 0.0731
H 2.34093 -0.85436 -1.08904 0.9765
H 0.86637 -0.64188 -1.81542 0.0357
H 1.99857 0.52435 -1.95805 1.0619
H -1.09983 -0.42486 -1.22659 0.0622
H -2.12556 0.01244 0.01533 0.3117
H -0.82919 -1.34702 -3.65934 0.3869
H 0.57725 -1.96185 -3.52833 0.4837
O -0.20188 -1.70540 -3.00252 -1.2223


--- B ---
20
Properties=species:S:1:pos:R:3:mulliken_charge:R:1 method="wB97M-V/def2-TZVPD" gap_ev="4.7 / 9.1" spin_multiplicity=2 homo_energy_ev="-4.03 / -8.42"
C -0.35089 2.69252 -1.48841 -1.1473
C 0.18393 1.32192 -1.91609 -0.3796
C 1.19094 0.77239 -0.87452 -0.4891
N 0.55706 -0.02087 0.19407 -0.2591
C -0.52871 -0.80915 0.04982 -0.2514
N -1.18087 -1.49623 1.06806 -0.4129
H -0.94663 3.12545 -2.28881 0.3483
H -0.99726 2.62689 -0.61281 0.2761
H 0.49928 3.30119 -1.19364 0.3279
H -0.54672 0.54841 -2.13571 0.3214
H 0.76710 1.44705 -2.83403 0.2892
H 2.03619 0.18719 -1.23000 0.3217
H 1.56013 1.68028 -0.39272 0.2282
H 1.23286 -0.18985 0.91752 0.1641
H -1.04155 -0.91557 -0.89550 0.2378
H -1.81160 -2.21168 0.72138 0.2065
H -0.90372 -1.78500 1.98750 0.2368
H -0.50798 -3.23422 4.09508 0.3155
H 0.83501 -3.65930 3.54618 0.3130
O -0.04657 -3.38141 3.28263 -0.6473


--- C ---
20
Properties=species:S:1:pos:R:3:mulliken_charge:R:1 method="wB97M-V/def2-TZVPD" gap_ev="3.9 / 10.3" spin_multiplicity=2 homo_energy_ev="-3.08 / -9.64"
N 0.27779 -1.65658 -1.19539 -1.6205
C -0.68399 -1.76788 0.00890 -1.4588
C -0.03515 -1.24946 1.31708 -0.7340
N 0.46961 0.12555 1.13667 -0.3327
C -0.38923 1.27168 0.84502 -0.1327
C 0.25102 2.14618 -0.22574 -0.8940
O 0.22579 1.44450 -1.49667 -0.4365
H 0.52703 -0.64122 -1.27900 0.0719
H 1.08651 -2.24408 -0.97334 0.6887
H -0.11531 -1.90306 -2.15466 1.0793
H -0.90160 -2.83732 0.03984 0.7900
H -1.49314 -1.06694 -0.23148 0.3831
H 0.87061 -1.84068 1.45200 0.6276
H -0.85455 -1.39380 2.03887 0.2691
H 0.87499 0.29935 2.05927 0.2392
H -0.52789 1.87305 1.75212 0.4079
H -1.29546 0.88596 0.39943 0.1392
H -0.28532 3.11111 -0.32840 0.3480
H 1.31704 2.40766 -0.14970 0.2680
H -0.63614 1.66158 -1.87802 0.2971


It is B that is the most stable of them.


--- A ---
16
Properties=species:S:1:pos:R:3:mulliken_charge:R:1 method="wB97M-V/def2-TZVPD" gap_ev="7.3 / 7.3" homo_energy_ev="-6.79 / -6.79"
C -1.16593 2.07604 -0.44378 -1.0430
C -0.87936 -2.39668 -0.15018 -1.0493
N 1.36829 0.31071 0.01015 0.4036
C -0.60963 0.81844 0.09320 0.6445
C -0.24512 -1.11009 0.24131 0.6193
N 2.66925 0.62584 0.29119 -0.6113
N 1.07396 -0.93713 0.18356 -0.6809
N -1.12850 -0.08863 0.79089 -0.4776
H 3.11809 0.05564 1.00221 0.2494
H 2.83764 1.59708 0.50543 0.2181
H -0.54017 2.92727 -0.17016 0.2934
H -1.19764 2.03174 -1.53595 0.2490
H -2.17883 2.26630 -0.06925 0.3213
H -1.29619 -2.34143 -1.15941 0.2306
H -0.13543 -3.19435 -0.13117 0.3252
H -1.69043 -2.64074 0.54196 0.3076


--- B ---
16
Properties=species:S:1:pos:R:3:mulliken_charge:R:1 method="wB97M-V/def2-TZVPD" gap_ev=10.1 homo_energy_ev=-9.33 smiles="C[C@@H]1N=NN2[C@H](C)N12"
C 0.34694 2.07956 1.21719 -1.3897
C -0.29720 0.75141 1.03880 0.4842
N 0.37326 -0.17617 1.91132 -0.1693
N 1.01937 -1.01114 1.24126 -0.3709
N 0.91649 -0.76382 -0.06633 -0.0733
C -0.33496 -1.00694 -0.70251 0.4448
C -0.37284 -1.47302 -2.16761 -1.2656
N 0.03915 0.32895 -0.33106 -0.2966
H 1.43870 2.02384 1.19680 0.3169
H 0.37652 2.35824 2.23012 0.4543
H 0.03356 2.78704 0.38183 0.3034
H -1.38253 0.83023 1.45650 0.2052
H -0.98262 -1.59967 0.01406 0.4288
H 0.45793 -1.21476 -2.85370 0.3264
H -1.39419 -1.29891 -2.47189 0.3243
H -0.23757 -2.61485 -2.09478 0.2772


It is B that is the most stable of them.


--- A ---
16
Properties=species:S:1:pos:R:3:mulliken_charge:R:1 method="wB97M-V/def2-TZVPD" gap_ev=9.0 homo_energy_ev=-8.17 smiles="[H]/N=C/N(/C=N/C)N=C"
H 0.45816 -1.07425 -3.48912 0.2787
N 0.66113 -0.91852 -2.34404 -0.4607
C -0.55010 -0.93526 -1.88071 0.0106
N -0.70624 -0.95015 -0.23140 0.4787
C 0.31896 -0.34563 0.67508 -0.1767
N 1.07126 0.43777 0.03275 -0.3561
C 2.16760 1.15403 0.89295 -0.8446
N -1.93002 -0.86500 0.19426 -0.8084
C -2.27115 0.16350 1.03963 -0.4162
H -1.59828 -1.13596 -2.38102 0.3094
H -0.10247 -0.72231 1.76222 0.4655
H 2.19523 0.67959 1.84228 0.3360
H 1.95379 2.17266 0.79050 0.3227
H 3.15158 1.26278 0.12097 0.2482
H -3.24472 0.19445 1.45925 0.2978
H -1.57473 0.88228 1.51637 0.3151


--- B ---
16
Properties=species:S:1:pos:R:3:mulliken_charge:R:1 method="wB97M-V/def2-TZVPD" gap_ev=8.0 homo_energy_ev=-7.15 smiles=CNc1c[nH]c(N)n1
C 0.16140 -0.41227 -2.56304 -0.6378
N 0.29098 -1.25933 -1.40558 -0.4145
C 0.07945 -0.62294 -0.16798 0.6188
C 0.37403 -1.22715 1.03681 -0.6135
N -0.03008 -0.24314 1.91904 -0.0456
C -0.50243 0.77869 1.24680 0.1582
N -0.88000 1.88997 1.91620 -0.5356
N -0.48466 0.55160 -0.08138 -0.5910
H -0.06783 -0.86934 -3.57191 0.2481
H -0.73401 0.31730 -2.29522 0.2623
H 1.08988 0.21792 -2.63239 0.2339
H 1.34609 -1.72845 -1.23438 0.3209
H 0.85885 -2.26081 1.12840 0.3020
H 0.23916 -0.19198 2.89241 0.2226
H -1.55375 2.55429 1.49303 0.2610
H -0.18707 2.50564 2.31921 0.2101


It is B that is the most stable of them.